The following is a quantum chemistry calculation of a structure of composition C11H15BN6O2Pd, from the Open Molecules 2025 dataset.

Calculated values
Multiplicity: 5
Energy above the lowest of the compared OMol25 structures with the same formula, charge and spin, kJ/mol: 161.3
Net charge: +4
Electronic energy, a.u.: -1057.814785

Structure (XYZ):
```
36
Properties=species:S:1:pos:R:3:forces:R:3:mulliken_spin:R:1
C -1.511 1.181 -2.416 1.7 -0.1 2.0 0.143
N -0.575 0.960 -1.464 -2.2 1.7 -1.5 0.225
N -0.179 -0.362 -1.506 -0.8 -1.3 -2.8 0.033
C -0.691 -0.885 -2.651 2.1 -0.6 3.0 0.310
C -1.580 0.021 -3.226 -1.4 1.0 -0.8 0.280
B 0.799 -1.160 -0.572 0.8 -2.7 -0.5 0.018
N 1.789 -0.115 0.015 2.4 0.0 -0.5 0.029
N 1.499 1.230 0.229 2.6 2.4 1.2 0.210
C 2.644 1.894 0.448 -2.7 -0.4 -0.1 0.190
C 3.706 1.007 0.307 2.0 1.5 0.5 0.269
C 3.141 -0.210 -0.029 -3.2 -2.5 -0.4 0.292
Pd -0.165 2.460 -0.066 -2.6 -5.4 -7.8 -0.008
N 0.246 -2.408 0.338 0.7 -0.2 -0.8 -0.009
N -0.497 -2.278 1.499 -0.9 -0.6 0.4 0.372
C -0.860 -3.508 1.898 0.5 0.4 -0.8 -0.038
C -0.271 -4.485 1.066 -1.2 0.5 1.7 0.321
C 0.432 -3.746 0.110 1.1 2.4 -1.6 0.342
H -1.532 -3.684 2.715 0.0 0.2 0.4 0.003
H 1.048 -4.122 -0.698 0.0 0.1 0.0 0.009
H -0.345 -5.545 1.176 0.1 -0.5 -0.1 0.005
H 1.474 -1.798 -1.369 -0.3 0.4 0.4 0.002
H 3.617 -1.113 -0.369 0.2 -0.3 0.2 0.001
H -0.374 -1.855 -2.971 -0.1 -0.5 -0.2 -0.002
H 4.748 1.257 0.405 0.4 -0.1 0.0 -0.010
H -2.232 -0.120 -4.079 0.1 -0.1 -0.2 -0.006
H 2.629 2.947 0.657 0.3 0.3 0.1 0.007
H -2.116 2.081 -2.433 0.3 0.1 -0.3 0.002
H -0.246 1.904 1.629 -0.3 0.5 2.4 -0.003
C -0.299 3.019 1.767 0.5 -0.4 3.6 0.002
H 0.556 3.274 2.376 -0.1 0.6 0.2 0.001
H -0.280 3.731 0.785 0.6 2.0 2.3 0.000
H -1.276 3.187 2.200 0.0 0.7 0.1 0.002
O -4.384 1.201 1.335 0.1 -0.1 -0.1 0.898
C -3.324 1.801 1.055 2.3 0.4 -1.0 -0.014
O -2.285 1.369 0.440 -1.9 0.8 0.8 0.066
H -3.302 2.868 1.399 -0.7 -0.4 0.1 0.060
```
Forces are in eV/Å.